# 1
{"formula": "C8H9O6", "method": "wB97M-V/def2-TZVPD", "charge": -1, "de_lowest_kcal_mol": 36.2, "largest_force_ev_per_a": 5.50, "homo_energy_ev": [-3.64, -3.64], "total_energy_ha": -761.618682, "species": ["C", "C", "C", "C", "C", "C", "C", "C", "O", "O", "O", "O", "O", "O", "H", "H", "H", "H", "H", "H", "H", "H", "H"], "coordinates": [[-2.0309, -0.2360, 0.0304], [-1.1264, -1.0433, -0.5991], [-1.6048, 0.7921, 0.8768], [0.1351, 2.4530, -1.6544], [0.5973, 1.2345, -1.2838], [0.4823, 0.5508, -0.0212], [1.4575, -1.8976, 0.7163], [1.6776, -0.3027, 0.5853], [-0.9154, -1.8868, -1.3842], [-2.4078, 1.5240, 1.4496], [-0.2932, 1.0687, 1.0127], [-3.4094, -0.3777, 0.0687], [1.3670, -2.6631, -0.4671], [1.9191, 0.2580, 1.8357], [0.3293, 2.9495, -2.5707], [-0.4606, 3.0261, -0.9316], [1.1068, 0.6699, -2.1689], [2.4275, -2.1449, 1.2788], [0.5225, -2.1797, 1.4515], [2.4722, -0.1090, -0.0969], [-3.6600, 0.3825, 0.6205], [0.3610, -2.5802, -0.8867], [1.0531, 0.5116, 2.1382]], "atomic_forces_ev_per_a": [[0.1611, -1.2787, -0.5538], [0.1530, 4.9318, 2.4343], [-0.3351, 1.7920, 0.4562], [-0.5788, -0.4534, 2.0526], [0.8042, 0.3517, -2.2121], [-0.7741, -4.3306, -0.6456], [-0.3646, 0.3174, 1.7979], [-2.9387, -0.2969, -1.1523], [-0.0130, -2.5118, -2.0687], [-0.0471, -0.2243, 0.3271], [0.4679, 0.7500, -0.3547], [-0.1880, -0.6148, -0.4364], [-2.0979, 0.5928, -0.6175], [1.4059, -0.4932, 0.4552], [0.1053, -0.1314, -0.8993], [0.3248, -0.0872, -0.1993], [-0.5358, 0.6578, 2.0669], [-1.3185, -0.3155, -0.6939], [2.1142, 1.0844, -1.4954], [1.1439, -0.2103, -0.2647], [-0.1707, 0.0312, 0.1305], [3.2368, 0.0854, 1.3289], [-0.5545, 0.3536, 0.5442]]}

=====

# 2
{"formula": "C5H8N", "method": "wB97M-V/def2-TZVPD", "charge": 1, "de_lowest_kcal_mol": 102.6, "largest_force_ev_per_a": 3.58, "homo_energy_ev": -15.74, "total_energy_ha": -249.661705, "species": ["C", "C", "C", "C", "C", "N", "H", "H", "H", "H", "H", "H", "H", "H"], "coordinates": [[-0.8208, 1.7375, -0.1412], [-0.5498, 1.2196, -1.4832], [0.4011, 0.2494, -0.6506], [-0.1852, -0.5853, 0.3636], [0.5347, -1.4902, 1.2879], [-0.3322, 0.9178, 0.7163], [-1.3051, 2.7744, 0.1976], [-1.3143, 0.6988, -2.0816], [0.0210, 1.7848, -2.1390], [1.5191, 0.3482, -0.9485], [-1.1855, -0.8892, -0.0447], [0.8292, -0.9649, 2.2857], [1.4482, -1.9277, 0.8655], [-0.2225, -2.2703, 1.7161]], "atomic_forces_ev_per_a": [[-1.7184, 3.1261, 0.1579], [-0.1079, -3.2708, 0.9469], [1.7272, 0.3045, -2.0477], [-1.4348, 0.1838, -2.7728], [-0.6445, -0.5300, 3.4838], [0.5500, 0.1048, 1.9374], [1.2430, -2.2914, -0.6762], [-0.1280, 0.2541, 0.5532], [0.9048, 1.5693, -1.0284], [-1.8123, 0.0340, 1.5073], [0.6880, -0.0282, 1.0898], [-0.3262, -0.5055, -1.9600], [-0.5182, -0.0249, 0.0396], [1.5773, 1.0743, -1.2309]]}

=====

# 3
{"formula": "C32H34CrN2PSSe2Si", "method": "wB97M-V/def2-TZVPD", "charge": -1, "largest_force_ev_per_a": 2.20, "multiplicity": 5, "homo_energy_ev": [-4.14, -4.99], "total_energy_ha": -8225.878465, "species": ["Cr", "Se", "P", "Se", "C", "C", "C", "C", "C", "C", "C", "C", "C", "C", "C", "C", "H", "H", "H", "H", "H", "H", "H", "H", "H", "H", "C", "Si", "C", "N", "C", "C", "C", "C", "C", "C", "C", "C", "C", "C", "C", "C", "C", "C", "C", "C", "C", "H", "H", "H", "H", "H", "H", "H", "H", "H", "H", "H", "H", "H", "H", "H", "H", "H", "H", "H", "H", "H", "H", "H", "H", "S", "C", "N"], "coordinates": [[-0.1949, -0.0552, -0.1799], [-1.5518, -2.4668, -0.5394], [0.3236, -2.9485, -1.4887], [1.6693, -1.1864, -1.4916], [1.1561, -4.3293, -0.6292], [2.5251, -4.5341, -0.7968], [3.1755, -5.5194, -0.0729], [2.4732, -6.2997, 0.8352], [1.1101, -6.0998, 1.0046], [0.4533, -5.1222, 0.2748], [0.0967, -3.5017, -3.2098], [-1.1814, -3.6643, -3.7324], [-1.3472, -4.0455, -5.0553], [-0.2414, -4.2675, -5.8628], [1.0361, -4.1030, -5.3432], [1.2070, -3.7159, -4.0259], [3.0818, -3.8937, -1.4689], [4.2414, -5.6655, -0.1981], [2.9877, -7.0551, 1.4159], [0.5595, -6.6942, 1.7234], [-0.6081, -4.9559, 0.4073], [-2.0398, -3.4816, -3.0987], [-2.3453, -4.1584, -5.4598], [-0.3749, -4.5555, -6.8980], [1.9002, -4.2626, -5.9763], [2.2008, -3.5515, -3.6294], [0.8205, 1.8079, -0.0437], [1.1226, 2.0760, 1.7598], [1.5567, 0.3846, 2.5624], [0.6468, -0.7006, 2.1498], [-0.5482, -0.7875, 3.0296], [-0.8274, -2.2065, 3.5112], [0.3919, -2.7495, 4.2579], [1.6594, -2.6521, 3.3797], [1.3413, -1.9885, 2.0382], [-0.2883, 2.8599, 2.7434], [-0.2325, 2.8883, 4.1389], [-1.2503, 3.4562, 4.8898], [-2.3515, 4.0120, 4.2526], [-2.4218, 4.0024, 2.8674], [-1.3959, 3.4358, 2.1233], [2.6591, 3.1377, 2.1507], [3.9341, 2.6727, 1.8175], [5.0683, 3.4414, 2.0343], [4.9513, 4.7082, 2.5901], [3.6955, 5.1936, 2.9244], [2.5666, 4.4152, 2.7066], [1.7848, 1.7782, -0.5667], [0.2461, 2.6279, -0.4873], [1.6240, 0.4517, 3.6597], [2.5631, 0.1325, 2.2128], [-1.4207, -0.3916, 2.5065], [-0.3956, -0.1529, 3.9117], [-1.0797, -2.8470, 2.6628], [-1.6988, -2.1879, 4.1691], [0.2195, -3.7818, 4.5723], [0.5240, -2.1553, 5.1670], [2.0735, -3.6426, 3.1733], [2.4365, -2.0790, 3.8922], [0.7143, -2.6588, 1.4521], [2.2543, -1.8332, 1.4655], [0.6283, 2.4591, 4.6444], [-1.1872, 3.4623, 5.9722], [-3.1556, 4.4442, 4.8363], [-3.2873, 4.4154, 2.3656], [-1.4666, 3.4229, 1.0430], [4.0405, 1.6899, 1.3682], [6.0448, 3.0538, 1.7669], [5.8343, 5.3139, 2.7565], [3.5966, 6.1826, 3.3573], [1.5896, 4.8018, 2.9765], [-4.5469, 1.1138, 0.8867], [-2.9970, 0.8480, 0.5666], [-1.8606, 0.6600, 0.3382]], "atomic_forces_ev_per_a": [[1.1575, -0.5790, -0.2516], [0.3023, 0.0249, -0.1279], [0.2867, 0.7593, 0.1354], [-0.0639, -0.8598, -0.3236], [0.0840, -0.0911, 0.0811], [-0.1471, 0.0434, -0.0042], [0.1079, -0.0527, 0.0150], [-0.0817, 0.0140, -0.0028], [0.0828, -0.0844, 0.0717], [-0.0202, 0.0278, -0.2108], [-0.0802, -0.0609, -0.0757], [0.0790, -0.0434, 0.1033], [0.0068, -0.0359, -0.1478], [-0.0828, 0.0248, 0.0670], [0.0719, -0.0247, -0.0810], [-0.0792, 0.0257, 0.1141], [0.0376, 0.0300, 0.0369], [-0.0099, 0.0108, -0.0186], [0.0073, 0.0046, -0.0013], [-0.0078, -0.0124, -0.0262], [-0.0087, 0.0542, 0.0531], [0.0025, 0.0285, 0.0070], [0.0038, -0.0065, 0.0105], [0.0120, -0.0085, 0.0003], [0.0088, 0.0033, 0.0238], [0.0282, 0.0058, -0.0358], [0.1142, 0.1865, 0.4272], [0.1393, -0.2292, -0.2443], [-0.1225, 0.1923, -0.1295], [0.0429, -0.1244, 0.0427], [-0.1734, 0.0309, -0.0720], [0.1642, 0.0199, 0.0454], [-0.0198, -0.0253, -0.0858], [-0.0512, 0.1151, -0.0439], [0.0231, -0.0845, 0.2349], [0.0902, -0.0611, -0.1694], [0.0277, -0.0319, -0.0307], [0.0291, 0.0003, 0.0739], [-0.0121, 0.0090, -0.0154], [-0.0568, 0.0139, 0.0304], [0.0086, -0.0238, -0.0088], [-0.1273, -0.0257, 0.0102], [-0.0245, -0.0075, -0.0067], [0.0423, -0.0205, -0.0109], [0.0085, 0.0037, -0.0046], [0.0301, 0.0632, 0.0222], [-0.0241, -0.0588, 0.0150], [0.0332, -0.0084, 0.0420], [-0.0560, -0.0234, 0.0364], [0.0594, 0.0156, 0.0038], [-0.0047, 0.0271, -0.0506], [0.0355, 0.0443, 0.0226], [0.0416, 0.0128, -0.0008], [-0.0401, -0.0052, -0.0112], [-0.0210, 0.0217, -0.0302], [-0.0064, 0.0196, 0.0282], [0.0011, -0.0365, 0.0266], [0.0323, -0.0029, 0.0337], [0.0126, -0.0338, 0.0099], [-0.0064, 0.0001, -0.0434], [-0.0284, 0.0042, -0.0754], [-0.0362, 0.0120, 0.0334], [-0.0070, 0.0005, -0.0098], [-0.0004, -0.0016, -0.0094], [-0.0027, -0.0005, -0.0161], [-0.0338, -0.0375, -0.0175], [0.0415, 0.0142, -0.0092], [-0.0059, 0.0076, -0.0007], [-0.0063, -0.0025, 0.0098], [-0.0076, -0.0060, -0.0066], [0.0304, 0.0325, 0.0060], [-0.6855, 0.1387, 0.1646], [0.8660, -0.0411, -0.1669], [-2.0115, 0.7089, 0.5397]]}

=====

# 4
{"formula": "C20H22ClN4O2RbSe2", "method": "wB97M-V/def2-TZVPD", "de_lowest_kcal_mol": 3.9, "largest_force_ev_per_a": 0.35, "homo_energy_ev": -8.49, "total_energy_ha": -6432.050617, "species": ["Rb", "N", "C", "C", "C", "N", "H", "H", "H", "H", "H", "H", "H", "H", "H", "H", "Se", "Se", "C", "C", "C", "C", "C", "N", "C", "C", "C", "C", "C", "N", "H", "H", "H", "H", "H", "H", "H", "H", "Cl", "C", "C", "C", "C", "C", "C", "C", "O", "O", "H", "H", "H", "H"], "coordinates": [[-0.2818, 0.0063, -2.3045], [2.3257, 0.6578, -0.9579], [2.5189, 1.5563, 0.1989], [1.7222, 1.1425, 1.4348], [0.2783, 1.6228, 1.5033], [-0.5575, 0.9826, 0.4947], [2.0907, -0.2792, -0.6307], [3.1941, 0.6066, -1.4753], [2.2347, 2.5747, -0.0841], [3.5765, 1.5945, 0.4820], [2.2370, 1.5340, 2.3156], [1.7416, 0.0510, 1.5268], [0.2521, 2.7059, 1.3394], [-0.0852, 1.4522, 2.5254], [-1.5368, 1.1954, 0.6458], [-0.4474, -0.0293, 0.5446], [-3.1013, 3.3746, -1.0128], [-3.7978, 1.9418, -2.7025], [-4.1181, 0.3691, -1.6189], [-5.4081, 0.0833, -1.1998], [-5.6039, -1.0572, -0.4346], [-4.5142, -1.8481, -0.1195], [-3.2583, -1.4810, -0.5845], [-3.0696, -0.3913, -1.3316], [-1.2408, 3.7063, -1.4068], [-0.6440, 4.6791, -0.6041], [0.6651, 5.0278, -0.8643], [1.3320, 4.4010, -1.9095], [0.6510, 3.4438, -2.6329], [-0.6173, 3.0936, -2.3939], [-6.2278, 0.7381, -1.4589], [-6.5979, -1.3108, -0.0894], [-4.6157, -2.7430, 0.4785], [-2.3742, -2.0770, -0.3656], [-1.2021, 5.1524, 0.1938], [1.1598, 5.7798, -0.2632], [2.3568, 4.6462, -2.1503], [1.1433, 2.9282, -3.4504], [4.7183, -5.7494, 3.0935], [3.4677, -4.9018, 2.2228], [2.2175, -5.4831, 2.0872], [1.2279, -4.7968, 1.4023], [1.4792, -3.5471, 0.8482], [2.7400, -2.9891, 0.9936], [3.7422, -3.6582, 1.6824], [0.3682, -2.7951, 0.1295], [-0.7588, -3.3134, 0.1139], [0.6895, -1.6826, -0.3863], [2.0267, -6.4559, 2.5195], [0.2380, -5.2176, 1.2897], [2.9388, -2.0190, 0.5646], [4.7247, -3.2218, 1.8018]], "atomic_forces_ev_per_a": [[-0.0505, 0.0780, -0.0702], [0.0662, 0.3029, 0.1522], [-0.0022, -0.0820, -0.0738], [-0.0186, -0.0107, 0.0250], [0.0491, 0.0331, 0.0572], [-0.0557, -0.0482, -0.0860], [0.0092, -0.0361, -0.0522], [-0.0223, -0.1198, -0.0401], [-0.0055, 0.0018, -0.0044], [0.0094, -0.0125, -0.0054], [0.0039, 0.0168, 0.0033], [0.0028, -0.0018, 0.0204], [0.0092, -0.0063, -0.0049], [-0.0094, -0.0223, -0.0039], [-0.0070, -0.0016, -0.0013], [0.0164, -0.0097, 0.0382], [-0.0309, -0.0513, -0.0917], [0.0122, 0.0369, 0.0948], [0.0384, -0.0110, 0.0265], [-0.0018, 0.0770, -0.0509], [-0.0060, -0.0276, 0.0186], [-0.0311, -0.0429, 0.0583], [0.0108, 0.0073, -0.0347], [0.0631, 0.0779, -0.0590], [0.0375, 0.0091, -0.0022], [-0.0365, -0.0063, -0.0059], [0.0007, -0.0064, -0.0115], [0.0253, 0.0545, 0.0486], [-0.0070, -0.0389, -0.0173], [-0.0370, -0.0042, 0.0024], [0.0118, 0.0056, -0.0098], [0.0057, -0.0282, 0.0137], [-0.0230, 0.0016, 0.0015], [0.0025, -0.0704, 0.0374], [-0.0005, 0.0036, -0.0034], [-0.0010, -0.0007, -0.0001], [-0.0019, -0.0137, -0.0148], [-0.0172, -0.0135, -0.0038], [-0.0202, 0.0048, -0.0144], [0.0095, -0.0085, 0.0047], [-0.0005, -0.0310, 0.0211], [-0.0188, -0.0112, -0.0038], [-0.1192, 0.0187, 0.0325], [0.1384, -0.0846, 0.0650], [0.0120, 0.0454, -0.0224], [-0.0224, -0.1295, 0.0440], [0.0362, 0.0599, -0.0367], [-0.0263, 0.0244, 0.0066], [0.0005, 0.0013, -0.0018], [-0.0034, 0.0084, -0.0095], [0.0038, 0.0733, -0.0380], [0.0011, -0.0115, 0.0020]]}

=====

# 5
{"formula": "CH2Br2O2S", "method": "wB97M-V/def2-TZVPD", "de_lowest_kcal_mol": 11.5, "largest_force_ev_per_a": 6.38, "multiplicity": 3, "homo_energy_ev": [-7.74, -10.37], "total_energy_ha": -5735.812713, "species": ["C", "O", "O", "S", "Br", "Br", "H", "H"], "coordinates": [[0.0658, 1.3606, -0.3642], [-1.7542, -2.2725, -0.0515], [0.0666, -0.0572, -0.6586], [-0.3932, -2.0822, -0.3909], [1.3056, 1.6647, 1.1129], [0.8921, -2.3079, 1.3444], [-0.8456, 1.6992, 0.1212], [0.6629, 1.9954, -1.1132]], "atomic_forces_ev_per_a": [[2.5153, -1.2079, -0.1144], [-3.6625, -0.1669, 1.0825], [0.2396, 6.3522, -0.5016], [2.5101, -3.7001, -1.3761], [0.4421, 0.0112, 0.7656], [0.4717, -0.1630, 0.7993], [-0.4950, -0.0542, -0.9679], [-2.0214, -1.0714, 0.3125]]}